This record from OMol25 describes C9H18OS in the gas phase. The level of theory is ωB97M-V/def2-TZVPD.

Geometry as XYZ:
```
29
Properties=species:S:1:pos:R:3:lowdin_charge:R:1
C 3.75 0.19 -0.17 -0.16
C 2.78 0.94 -1.05 -0.55
S 1.48 1.87 -0.19 0.87
C 0.94 0.75 1.12 -0.43
C 0.14 -0.46 0.67 -0.37
O 0.82 -1.14 -0.40 -0.14
C -0.14 -1.56 -1.38 -0.18
C -1.49 -1.44 -0.68 -0.12
C -1.25 -0.16 0.12 -0.32
C -2.33 0.22 1.13 -0.21
C -3.48 0.98 0.48 -0.10
H 3.25 -0.63 0.36 0.06
H 4.22 0.85 0.56 0.07
H 4.53 -0.26 -0.78 0.07
H 3.31 1.72 -1.61 0.06
H 2.32 0.27 -1.78 0.06
H 0.30 1.38 1.74 0.07
H 1.78 0.45 1.74 0.08
H 0.06 -1.17 1.51 0.16
H -0.09 -0.88 -2.24 0.12
H 0.11 -2.57 -1.71 0.12
H -2.34 -1.43 -1.36 0.12
H -1.60 -2.27 0.03 0.13
H -1.12 0.65 -0.60 0.14
H -1.88 0.83 1.92 0.10
H -2.71 -0.68 1.62 0.12
H -3.79 0.50 -0.45 0.07
H -4.35 1.03 1.13 0.07
H -3.18 2.00 0.24 0.08
```

Output
Total energy = -22507.6988 eV
Energy relative to the best compared isomer or geometry (same formula, charge and spin) = 0.000 eV
HOMO = -0.308 Eh
Structure (SMILES) = CCSC[C@@H]1OCC[C@H]1CC

This record from OMol25 describes C9H19B in the gas phase at a distorted geometry. The level of theory is ωB97M-V/def2-TZVPD.

Geometry as XYZ:
```
29
Properties=species:S:1:pos:R:3:mulliken_spin:R:1
B -1.59 -0.24 0.19 0.28
C -0.05 -0.03 0.14 0.51
C 0.41 1.20 -0.52 0.72
C -2.50 -0.58 1.53 0.06
C -2.27 -0.50 -1.29 0.07
C 1.84 1.54 -0.96 -0.01
C -0.75 2.21 -0.71 0.00
C 1.83 -1.65 -0.48 0.03
C 1.68 -0.60 1.70 0.08
C 0.90 -1.12 0.56 0.14
H -3.37 -1.22 1.15 0.01
H -2.83 0.21 2.03 0.01
H -1.85 -1.18 2.15 -0.02
H -1.52 -0.41 -2.09 -0.01
H -3.05 0.30 -1.57 0.02
H -2.63 -1.57 -1.29 0.00
H 2.32 0.62 -1.26 0.00
H 1.80 2.25 -1.82 0.02
H 2.35 1.96 -0.13 0.05
H -1.25 2.15 -1.69 0.05
H -0.22 3.17 -0.67 0.02
H -1.40 2.04 0.13 -0.01
H 2.92 -1.49 -0.22 0.00
H 1.51 -1.08 -1.38 0.01
H 1.90 -2.72 -0.61 0.00
H 2.07 0.38 1.53 -0.01
H 2.43 -1.23 2.02 0.00
H 0.96 -0.47 2.60 0.00
H 0.36 -1.96 0.96 -0.02
```

Output
Total energy = -10312.6399 eV
Energy relative to the best compared isomer or geometry (same formula, charge and spin) = 0.000 eV
Spin multiplicity = 3
HOMO (alpha / beta) = -0.198 / -0.373 Eh

This record from OMol25 describes 2 unconnected molecules or ions with the total composition C9H19BrN2O2P at a distorted geometry. The level of theory is ωB97M-V/def2-TZVPD.

Geometry as XYZ:
```
34
Properties=species:S:1:pos:R:3:lowdin_charge:R:1
C 2.59 -2.95 2.38 0.09
C 2.53 -2.36 1.31 -0.13
C 2.00 -1.80 -0.05 -0.20
C 1.57 -0.27 0.00 -0.22
C 0.67 0.13 1.24 -0.28
P -1.16 0.34 0.88 0.95
N -1.52 0.97 -0.69 -0.11
C -2.17 -1.21 1.29 -0.80
Br -4.03 -1.05 0.63 0.68
C -1.45 -2.56 0.83 -0.30
C -1.51 -2.83 -0.74 -0.13
H 2.58 -3.48 3.37 0.06
H 1.21 -2.48 -0.52 0.10
H 2.88 -1.86 -0.78 0.12
H 2.50 0.37 -0.13 0.13
H 0.95 -0.08 -0.95 0.09
H 1.04 1.16 1.59 0.11
H 0.76 -0.55 2.14 0.09
H -1.64 1.33 1.81 0.08
H -1.07 1.91 -0.75 0.02
H -1.15 0.38 -1.44 0.06
H -2.25 -1.25 2.43 0.09
H -1.98 -3.41 1.38 0.13
H -0.37 -2.51 1.22 0.09
H -1.04 -3.86 -0.89 0.10
H -0.84 -2.09 -1.30 0.06
H -2.55 -2.83 -1.17 0.06
C 0.88 4.91 -2.34 0.06
N -0.01 4.42 -1.26 -0.42
O 0.24 3.32 -0.77 -0.01
O -0.93 5.14 -0.94 0.12
H 1.66 4.16 -2.52 0.10
H 0.27 5.05 -3.23 0.11
H 1.32 5.84 -2.01 0.11
```

Output
Charge = +1
Total energy = -96036.0482 eV
HOMO = -0.480 Eh

This record from OMol25 describes a molecular structure, C9H19CaNNaO6PS at a distorted geometry. The level of theory is ωB97M-V/def2-TZVPD.

Geometry as XYZ:
```
39
Properties=species:S:1:pos:R:3:lowdin_charge:R:1
C 2.75 -1.89 0.04 0.03
C 2.28 -0.81 -0.59 -0.10
C 1.69 0.58 -1.21 -0.19
C 0.73 1.21 -0.07 -0.22
C -0.71 1.72 -0.59 -0.37
N -1.31 0.90 -1.69 -0.21
P -2.50 -0.22 -1.10 0.55
O -3.34 -0.69 -2.35 -0.69
O -3.62 0.44 0.03 -0.21
O -1.72 -1.66 -0.51 -0.25
H 2.94 -2.61 0.92 0.06
H 2.57 1.26 -1.52 0.11
H 1.15 0.27 -2.18 0.09
H 1.29 2.15 0.34 0.09
H 0.68 0.47 0.83 0.10
H -0.62 2.86 -0.85 0.11
H -1.42 1.70 0.34 0.06
H -3.25 0.47 0.95 0.07
H -1.71 -1.67 0.48 0.07
Ca -4.44 -2.20 -3.77 1.08
O 2.37 -4.91 -0.92 -0.07
C 1.33 -4.43 -1.58 -0.37
C 0.76 -5.57 -2.58 -0.32
O -0.28 -5.09 -3.25 -0.27
H 1.51 -3.54 -2.22 0.10
H 0.46 -4.10 -0.99 0.11
H 0.57 -6.45 -1.93 0.12
H 1.62 -5.92 -3.16 0.12
C 0.56 4.75 2.17 -0.26
S 0.59 3.19 3.07 0.82
O -0.41 2.28 2.43 -0.56
C -0.16 3.84 4.58 -0.27
H 0.95 4.58 1.16 0.04
H -0.46 5.12 2.09 0.06
H 1.19 5.48 2.68 0.05
H -1.14 4.27 4.36 0.06
H 0.49 4.60 5.01 0.05
H -0.28 3.02 5.29 0.05
Na -1.04 -3.37 -3.66 0.39
```

Output
Total energy = -66385.9999 eV
HOMO = -0.210 Eh